[1]
Density functional theory data (wB97M-V/def2-TZVPD) for one molecule with the formula C10H19N3O5 at a distorted geometry.

Positions of all 37 atoms, in Å:
N 4.089 0.926 -1.103
C 4.751 -0.209 -0.611
C 3.811 -1.269 -0.014
C 2.243 -1.137 -0.219
C 1.456 -0.761 1.063
C 0.455 0.236 0.608
N -0.548 -0.318 -0.396
C -1.929 -0.637 -0.385
O -2.281 -1.580 -1.087
C -2.754 -0.045 0.778
N -2.365 1.301 0.821
C -4.299 -0.337 0.643
C -4.952 0.241 -0.471
O -4.461 0.717 -1.453
O -6.286 0.136 -0.314
C 1.129 1.620 0.108
O 1.971 2.195 0.645
O 0.390 2.142 -0.944
H 4.080 1.000 -2.118
H 3.343 1.327 -0.657
H 5.396 -0.655 -1.337
H 5.423 0.222 0.226
H 4.037 -2.327 -0.397
H 4.100 -1.344 1.070
H 2.119 -0.503 -1.089
H 1.894 -2.122 -0.350
H 1.135 -1.639 1.677
H 2.075 -0.184 1.832
H -0.168 0.598 1.459
H -0.170 -0.857 -1.183
H -2.333 -0.502 1.724
H -2.806 1.700 1.587
H -2.731 1.662 -0.057
H -4.458 -1.450 0.797
H -4.610 0.224 1.588
H -6.595 0.240 -1.271
H -0.155 1.386 -1.170

Relative energy (zero: lowest compared OMol25 entry of this formula, charge and spin) = 303.0 kJ/mol
HOMO-LUMO gap = 8.85 eV
Max |F| = 6.0 eV/A
E_HOMO = -8.49 eV
Net charge = 0
LUMO = 0.3597 eV

***

[2]
Density functional theory data (wB97M-V/def2-TZVPD) for C6H10N2O as an isolated structure at a distorted geometry.

Positions of all 19 atoms, in Å:
C -0.619 2.226 -1.174
C 0.551 -1.265 -0.514
C 1.651 -0.799 0.443
C 0.202 -0.712 0.710
C -0.869 -1.340 1.765
C -0.308 0.653 0.521
H -0.625 1.707 -2.624
H -1.716 2.230 -0.304
H 0.153 3.274 -1.008
H 1.135 0.310 -1.996
H 0.168 -2.194 -0.858
H 2.673 -1.459 0.745
H 2.070 0.356 -0.145
H -0.522 -2.320 1.882
H -1.703 -1.803 0.917
H -1.351 -0.820 2.597
N 0.008 1.000 -0.653
N 0.272 -0.184 -1.489
O -1.172 1.142 1.184

Relative energy (zero: lowest compared OMol25 entry of this formula, charge and spin) = 935.2 kJ/mol
HOMO-LUMO gap = 9.48 eV
Max |F| = 7.8 eV/A
E_HOMO = -8.80 eV
Net charge = 0
LUMO = 0.6782 eV

***

[3]
Density functional theory data (wB97M-V/def2-TZVPD) for one molecule with the formula C5H9N3 at a distorted geometry.

Positions of all 17 atoms, in Å:
C -1.825 -0.766 -0.621
C -1.076 0.237 0.223
N -0.340 1.324 -0.478
C 0.877 1.034 0.310
C 2.047 0.458 -0.480
N 2.050 -0.803 -0.547
N 0.921 -1.326 0.096
C 0.254 -0.272 0.854
H -2.224 -1.551 0.031
H -1.097 -1.196 -1.343
H -2.648 -0.301 -1.157
H -1.702 0.623 1.015
H -0.682 2.263 -0.420
H 1.224 1.830 0.979
H 2.773 1.040 -1.055
H 1.253 -2.121 0.667
H 0.195 -0.472 1.927

Relative energy (zero: lowest compared OMol25 entry of this formula, charge and spin) = 216.2 kJ/mol
HOMO-LUMO gap = 9.69 eV
Max |F| = 1.4 eV/A
E_HOMO = -8.78 eV
Net charge = 0
LUMO = 0.9083 eV

***

[4]
Density functional theory data (wB97M-V/def2-TZVPD) for C13H28AsF6N3O2PtSSb as an isolated structure at a distorted geometry.

Positions of all 56 atoms, in Å:
Pt 0.373 0.476 0.370
C 1.358 -3.381 -2.902
C 0.023 -3.927 -2.412
C -0.438 -3.407 -1.068
S -1.029 -1.675 -1.219
O -0.990 -1.058 0.202
C -2.811 -1.718 -1.709
C -3.762 -1.831 -0.530
C -3.806 -3.189 0.161
H 1.501 -3.597 -3.957
H 2.193 -3.847 -2.378
H 1.458 -2.304 -2.724
H 0.079 -5.015 -2.294
H -0.755 -3.820 -3.174
H 0.361 -3.347 -0.327
H -1.298 -3.945 -0.659
H -2.843 -2.563 -2.407
H -2.959 -0.798 -2.275
H -4.737 -1.629 -0.989
H -3.617 -1.018 0.181
H -3.894 -4.012 -0.549
H -4.666 -3.230 0.827
H -2.940 -3.360 0.809
N -0.960 2.011 5.417
C -0.207 1.280 4.629
C -0.338 1.320 3.192
N 0.464 0.544 2.457
C 1.363 -0.246 3.058
C 1.459 -0.268 4.497
N 0.697 0.467 5.240
H -1.675 2.656 5.083
H -0.817 1.952 6.431
H -1.067 1.954 2.701
H 2.029 -0.841 2.443
H 2.187 -0.913 4.981
C 1.676 4.316 0.041
As 0.394 3.537 -1.130
C -1.134 4.637 -1.343
C 1.128 3.071 -2.820
O -0.320 2.033 -0.394
H 2.127 5.149 -0.503
H 2.440 3.588 0.300
H 1.171 4.693 0.929
H -0.792 5.573 -1.792
H -1.591 4.830 -0.375
H -1.840 4.142 -2.007
H 1.747 3.918 -3.127
H 0.313 2.930 -3.525
H 1.741 2.175 -2.738
F 1.590 -1.132 -0.329
Sb 3.586 -0.373 -0.445
F 2.401 1.168 0.241
F 2.925 0.215 -2.068
F 4.994 0.765 -0.262
F 3.979 -2.029 -1.088
F 3.527 -0.926 1.330

Relative energy (zero: lowest compared OMol25 entry of this formula, charge and spin) = 216.1 kJ/mol
HOMO-LUMO gap (spin up / spin down) = 5.31 / 5.31 eV
Max |F| = 2.8 eV/A
E_HOMO (spin up / spin down) = -21.71 / -21.71 eV
2S+1 = 2
Net charge = +4
LUMO (spin up / spin down) = -16.3984 / -16.4013 eV

***

[5]
Density functional theory data (wB97M-V/def2-TZVPD) for one molecule with the formula C3H2FNOS at a distorted geometry.

Positions of all 9 atoms, in Å:
F 2.161 -1.387 0.056
C 1.032 -0.689 -0.041
C 0.905 0.682 -0.142
N -0.543 0.849 0.190
C -1.180 -0.436 -0.039
S -2.676 -0.882 0.008
O -0.133 -1.295 0.027
H 1.603 1.456 0.132
H -1.169 1.702 -0.191

Relative energy (zero: lowest compared OMol25 entry of this formula, charge and spin) = 86.0 kJ/mol
HOMO-LUMO gap = 9.12 eV
Max |F| = 5.1 eV/A
E_HOMO = -8.56 eV
Net charge = 0
LUMO = 0.5621 eV

***

[6]
Density functional theory data (wB97M-V/def2-TZVPD) for C16H18B2CuN6O2 as an isolated structure at a distorted geometry.

Positions of all 45 atoms, in Å:
H -0.119 -1.338 2.878
N -1.403 -0.496 1.424
B -3.355 -0.267 -0.278
N -2.677 -0.820 1.004
C -3.235 -1.641 1.911
Cu -0.586 1.134 1.893
H -4.273 -1.907 1.926
C -2.264 -1.958 2.850
H -2.377 -2.535 3.732
C -1.115 -1.280 2.484
H -4.543 -0.374 -0.222
C 2.178 0.169 -1.907
H 2.577 0.598 -2.830
H 1.847 1.027 -1.280
H 1.318 -0.447 -2.186
N -2.816 -1.037 -1.521
N -2.942 1.233 -0.253
N -1.480 -1.287 -1.658
N -1.688 1.724 0.117
C -3.499 -1.614 -2.551
C -3.773 2.272 -0.470
H -4.586 -1.602 -2.644
H -4.834 2.147 -0.594
C -2.556 -2.220 -3.387
C -3.022 3.434 -0.397
C -1.300 -1.975 -2.784
C -1.719 3.043 -0.109
H -2.738 -2.765 -4.290
H -3.401 4.420 -0.486
H -0.338 -2.239 -3.184
H -0.855 3.669 -0.077
H 2.868 -0.441 -1.366
O 2.193 1.902 1.305
B 1.259 0.805 1.614
O 2.079 -0.380 1.685
C 3.376 0.050 1.879
C 4.488 -0.560 2.414
C 5.719 0.138 2.400
C 5.809 1.418 1.839
C 4.628 2.103 1.464
C 3.433 1.408 1.529
H 4.384 -1.500 2.936
H 6.588 -0.302 2.891
H 6.777 1.928 1.708
H 4.592 3.150 1.131

Relative energy (zero: lowest compared OMol25 entry of this formula, charge and spin) = 0.0 kJ/mol
HOMO-LUMO gap (spin up / spin down) = 7.89 / 6.11 eV
Max |F| = 4.4 eV/A
E_HOMO (spin up / spin down) = -8.37 / -8.37 eV
2S+1 = 2
Net charge = 0
LUMO (spin up / spin down) = -0.4810 / -2.2603 eV